# C4H6N2

A structure of composition C4H6N2 (ωB97M-V with the def2-TZVPD basis set, the OMol25 dataset).

**Total energy**: -7222.6587 eV
**Orbital gap**: 11.129 eV
**Relative energy (zero: lowest compared OMol25 entry of this formula, charge and spin)**: 2.932 eV
**LUMO level**: 0.137 eV

Geometry as ORCA input:
```
! wB97M-V def2-TZVPD RIJCOSX def2/J DEFGRID3
* xyz 0 1
N -2.153 2.520 1.044
C -1.347 1.772 0.682
C -0.314 0.842 0.300
C 0.823 0.216 1.058
C 1.045 -0.421 -0.338
N -0.135 0.318 -0.859
H 1.597 0.903 1.412
H 0.542 -0.469 1.862
H -1.514 -2.388 -1.960
H 0.905 -1.504 -0.399
H 1.965 -0.139 -0.854
H -1.415 -1.650 -1.950
*
```